Computed, not measured: a structure of composition C36H37BaNP2Se in a non-equilibrium geometry, with the ωB97M-V functional and the def2-TZVPD basis.

relative energy (zero: lowest compared OMol25 entry of this formula, charge and spin)	26.1	kcal/mol
DFT total energy	-4558.22060	a.u.
HOMO	-6.46	eV
Kohn-Sham gap	0.20264	Ha

Element x y z (Å)
1 Ba 3.2148 -2.6334 1.7278
2 C 7.1607 -0.5922 -1.0978
3 C 6.1842 0.2964 -0.9359
4 C 5.1206 0.6537 -1.9264
5 C 3.9537 -0.3928 -2.0155
6 C 4.3640 -1.8038 -2.3196
7 C 5.4462 -2.1945 -3.0137
8 C 6.5966 -1.3836 -3.5257
9 C 7.6656 -1.0718 -2.4432
10 C 3.8966 -5.0340 0.3863
11 H 7.8190 -0.8477 -0.2528
12 H 6.0502 0.7861 0.0353
13 H 5.5077 0.8025 -2.9486
14 H 4.6565 1.6079 -1.6030
15 H 3.3991 -0.3746 -1.0588
16 H 3.2278 -0.0482 -2.7789
17 H 3.6485 -2.5873 -1.9653
18 H 5.5818 -3.2737 -3.1837
19 H 6.2703 -0.4386 -3.9718
20 H 7.0814 -1.9382 -4.3529
21 H 8.1735 -2.0195 -2.2424
22 H 8.4232 -0.4029 -2.9098
23 H 4.8719 -5.5784 0.2890
24 H 3.9578 -4.2239 -0.3703
25 H 3.1048 -5.7634 0.0683
26 P -2.4744 1.6392 2.3429
27 P -3.8663 -0.5720 0.4061
28 C -3.0247 2.0902 0.6655
29 C -3.6862 1.1817 -0.1038
30 C -3.0586 3.1051 3.3073
31 C -3.3087 4.3625 2.7408
32 C -3.6911 5.4369 3.5523
33 C -3.8560 5.2703 4.9309
34 C -3.6558 3.9985 5.4980
35 C -3.2725 2.9157 4.6962
36 C -0.6591 1.9187 2.1457
37 C 0.0434 0.9838 1.3563
38 C 1.4035 1.1577 1.1205
39 C 2.0612 2.2764 1.6449
40 C 1.3675 3.2036 2.4304
41 C 0.0099 3.0161 2.7057
42 C -5.6611 -0.7051 -0.0685
43 C -6.5761 -0.0006 0.7378
44 C -7.9173 0.0636 0.3596
45 C -8.3832 -0.5790 -0.7949
46 C -7.4702 -1.3198 -1.5516
47 C -6.1219 -1.4154 -1.1850
48 C -3.0521 -1.3977 -1.0126
49 C -2.7459 -2.7646 -0.8451
50 C -2.2608 -3.4998 -1.9260
51 C -2.0502 -2.8757 -3.1629
52 C -2.2966 -1.5102 -3.3041
53 C -2.7653 -0.7581 -2.2242
54 H -2.7749 3.0976 0.2945
55 H -4.2000 1.4828 -1.0371
56 H -3.2089 4.5041 1.6679
57 H -3.8561 6.4139 3.1000
58 H -4.1384 6.1178 5.5656
59 H -3.7972 3.8564 6.5761
60 H -3.1352 1.9198 5.1403
61 H -0.5095 0.1453 0.9193
62 H 1.9306 0.4309 0.4870
63 H 3.1139 2.4263 1.4150
64 H 1.8852 4.0750 2.8317
65 H -0.5190 3.7328 3.3376
66 H -6.2202 0.5224 1.6306
67 H -8.6095 0.6387 0.9665
68 H -9.4377 -0.5014 -1.0933
69 H -7.8133 -1.8207 -2.4526
70 H -5.4329 -2.0106 -1.7919
71 H -2.9160 -3.2433 0.1234
72 H -2.0618 -4.5649 -1.8106
73 H -1.6933 -3.4567 -4.0138
74 H -2.1385 -1.0155 -4.2611
75 H -2.9326 0.3117 -2.3283
76 Se 7.8391 -3.6036 -0.1215
77 C 6.5578 -3.2295 1.0180
78 N 5.6605 -2.9952 1.7839